ORCA calculation (the ωB97M-V functional and the def2-TZVPD basis) on a structure of composition C28H31N8O4OsPS2.

Structure (XYZ):
```
75
Properties=species:S:1:pos:R:3
C -2.74180 -1.04329 -0.56941
C 1.98792 -0.26618 4.05293
H -0.78038 6.31932 -1.41891
H 3.80298 -3.12242 4.15813
O 0.50986 1.38629 3.17433
C 2.94316 -1.22863 3.69317
C -0.41218 4.68130 -0.11017
H -5.08472 2.09245 -0.82774
N 2.59469 1.25607 2.29080
C 1.99807 -0.40548 -0.70724
H -6.15541 4.24169 -1.50393
N -0.62368 -4.26278 -0.95171
H 1.39833 -4.14090 0.64397
O -3.23482 2.59404 -1.66889
H 0.23826 -3.36716 -6.31428
C 1.29026 5.70936 -1.42733
C 1.36097 -1.59378 5.97129
H -4.68339 4.56226 -0.57540
H 3.69592 3.09078 0.83191
P -2.42624 1.63883 -0.72361
C 1.76983 -2.91910 -3.31017
C 1.20789 -0.46489 5.19558
C 1.38877 -3.31285 -0.05883
H -3.06230 -3.01655 -1.32198
C 2.61950 2.98764 0.77303
H 2.40047 -3.10809 -0.39730
C -0.43174 -0.97624 1.95403
H -1.54653 -4.34641 -4.88948
C 1.54332 -2.89239 -4.66626
C 1.67558 0.85524 3.15931
C -0.64178 -3.93537 -4.46176
H 2.30441 -2.48424 -5.31857
N 0.85971 -2.15780 0.65398
H -3.06423 -1.27994 0.44413
C 2.20618 4.84844 -0.85773
O 3.73807 -1.11475 2.60034
H -1.65142 -1.04177 -0.60151
H -5.03545 2.27288 -2.58497
C -5.06926 4.14742 -1.50708
H 0.48102 0.29412 5.45661
N 1.96699 2.10644 1.43053
C 1.76551 3.91430 0.06746
C -3.32937 -1.99250 -1.57971
C -0.03728 5.64051 -1.02583
N -1.23340 -4.43301 -2.05849
C 2.29529 -2.55683 5.58950
H -1.43635 4.58470 0.21901
H 1.67739 -0.72361 -1.69971
C -4.68933 2.69604 -1.64490
S -0.52101 1.58242 -1.24127
H 1.60392 6.42812 -2.17242
H -1.10059 -0.60306 2.70933
H -4.67402 4.72767 -2.34048
C -0.42914 -3.95494 -3.07867
H 2.05404 0.67605 -0.70470
N 0.58026 -3.68065 -1.18485
H 2.42524 -3.44826 6.19005
H 0.76635 -1.73044 6.86421
C 0.35349 -3.39743 -5.23943
C 3.07230 -2.38280 4.46055
N 0.46685 3.81318 0.42549
C 1.03920 -0.86049 0.33120
C -0.08101 -2.24257 1.66182
H -4.41632 -1.90804 -1.59299
H -0.38933 -3.18823 2.07319
H 3.25409 4.88308 -1.12271
Os -0.09867 1.91186 1.19315
O -3.21871 0.29213 -0.87744
H 2.69693 -2.55433 -2.88764
C 0.74402 -3.46178 -2.52475
N 0.27514 -0.11322 1.11911
H 3.63720 -0.20092 2.25991
H -2.94955 -1.77973 -2.58007
S -2.43256 2.26947 1.18972
H 2.99262 -0.81027 -0.50746
```

Summary:
net charge = +1
LUMO (spin up / spin down) = -3.350 / -3.824 eV
Kohn-Sham gap (spin up / spin down) = 0.275 / 0.255 hartree
spin multiplicity = 2
DFT total energy = -83074.3805 eV
ΔE to the lowest compared entry with this formula, charge and spin = 16.7 kcal/mol

ORCA calculation (the ωB97M-V functional and the def2-TZVPD basis) on the molecule C13H14N4OS2.

Structure (XYZ):
```
34
Properties=species:S:1:pos:R:3
H -2.57646 -0.31963 -0.57095
C 0.45443 -2.81157 0.07551
H -3.99767 0.85742 0.97437
N 0.92471 -0.07727 -0.37744
N 0.98042 1.23906 -0.56571
S 1.52865 -2.48921 -1.35942
C -2.05292 2.53199 1.77329
C -0.91681 -1.02012 2.07336
C 0.27512 1.19263 2.48202
C -3.18669 0.27600 1.41338
C -0.89565 -2.14828 -0.17812
N -1.47600 -1.42322 0.79687
H 0.32520 -3.89401 0.09375
H -1.57069 -1.40378 2.87089
H -3.57260 -0.21299 2.31363
H 0.98489 -2.47873 0.96107
C -2.73100 -0.78165 0.41011
H 1.31331 3.56590 -1.50845
H 2.01837 3.04808 -2.98240
S 2.16843 0.21330 -2.60758
O -1.45070 -2.31977 -1.24873
H -3.49731 -1.55553 0.28820
H 0.07338 -1.44194 2.21816
H -2.95723 3.05217 1.49066
H 1.18338 0.67110 2.74413
C 1.46931 -0.76468 -1.31528
C -0.91816 3.24364 2.12524
N 1.83563 2.86593 -2.01028
C -2.02694 1.14852 1.78324
C 1.58373 1.58777 -1.64693
C 0.24127 2.57649 2.48037
C -0.85841 0.48038 2.13642
H 1.12557 3.13583 2.74700
H -0.93854 4.32391 2.11750
```

Summary:
LUMO = 0.477 eV
Kohn-Sham gap = 0.317 hartree
SMILES string = Nc1nnc(SCC(=O)N2CCc3ccccc3C2)s1
spin multiplicity = 1
DFT total energy = -43386.6410 eV
ΔE to the lowest compared entry with this formula, charge and spin = 19.1 kcal/mol

ORCA calculation (the ωB97M-V functional and the def2-TZVPD basis) on a cluster of 10 separate species, C74H156Cl4N8O8 in total.

Structure (XYZ):
```
250
Properties=species:S:1:pos:R:3
C -1.94198 7.25100 -3.33410
H 7.47226 -4.60571 -1.29503
H -0.31710 -0.02331 -3.42059
C 2.31263 -0.12253 0.31832
H -3.69859 8.49444 -3.31231
H -4.86080 -3.70913 6.99194
C 2.12156 -1.55621 6.59838
C -4.55267 2.14229 -0.09479
H 1.69404 7.20255 3.98889
C -3.74514 -1.53390 3.30112
H -3.52772 4.92085 0.83503
O 3.66681 0.14471 3.59420
N 4.02674 3.94289 3.92668
H -1.35184 1.96639 4.64138
O 5.09103 3.08585 3.76612
O 1.76791 -1.09964 -2.37398
H -2.31188 9.41612 -3.63904
C 2.54181 6.55150 3.77554
H 5.85634 3.65197 3.64197
C -1.44338 -1.81096 -0.70139
H -3.51780 -2.00978 2.34720
C -4.09403 -1.72299 6.26500
C 5.81653 -6.80263 -1.64415
C -2.78117 -1.15101 5.53630
C -1.49812 -0.57235 0.17351
H 2.63284 1.24507 6.90782
C -6.29092 -1.40819 3.19114
H -0.37194 1.53777 -1.26052
H 3.26827 7.28705 3.43009
H 6.44283 5.13467 5.21420
C -1.32494 -6.61622 -6.80596
H -1.59576 2.10633 0.73469
H -6.93097 -1.04941 5.92533
C -3.95712 2.24831 4.10178
H 5.48711 -1.84171 7.26127
H 4.15552 5.31287 0.78210
H 3.27381 -2.49253 8.22446
H 2.81327 -4.36747 -1.05628
H 6.90235 -4.63698 -2.98689
N -5.26180 -1.57939 5.34318
H -1.49017 4.58425 3.14694
H -2.41406 -2.00048 -1.15959
C 4.48494 5.05718 1.78917
H -3.14899 7.07039 -5.01618
C 0.79830 5.46841 -3.91920
H 4.33098 4.87545 7.18131
N 3.59645 -0.67786 4.71997
H -1.87621 -5.21820 -11.45184
C 4.21886 4.16362 6.36349
H 5.95845 -8.32761 -2.97693
C 5.49287 0.18388 6.01066
H 5.50941 -2.49815 3.92584
H 1.92369 -6.38652 -2.90762
C -3.94378 -3.13062 6.88018
H -2.30635 4.33576 4.66560
C 3.44393 4.38551 2.64019
C -3.01356 -7.08104 -9.64818
C 3.01879 5.90828 5.08638
H -0.04435 4.08071 -2.00823
H -1.77649 0.18891 -2.40525
H 4.27839 -3.44379 -4.15435
C -2.92179 -5.53450 -9.55723
H -0.26533 0.48678 1.43388
H 0.92137 2.16180 -0.26065
H -1.17903 -2.67897 -0.09742
H -3.62133 -0.82410 8.16853
C -1.57295 1.88814 3.57692
H -1.56720 -1.63262 3.73032
H 4.96812 -4.10942 0.42226
C -2.08178 7.05860 -4.79474
C 4.38174 -4.49210 -4.43443
C -1.77196 -4.99011 -10.39109
C -5.16879 -3.56028 3.68755
H -3.83172 2.59160 -0.77776
H -3.05448 -7.37019 -10.69833
H 0.25739 -1.15912 1.41631
H -4.96018 5.12052 1.70408
H 6.55290 -6.82203 -3.66067
H 2.20694 5.38025 5.58658
H -2.30801 2.27801 -5.35757
H -6.16450 2.14144 4.17427
H 1.34533 -1.80184 3.93771
H 3.25899 6.79122 5.67869
H -3.81784 -0.49572 2.97709
C -5.38276 2.64228 3.60318
H -2.23239 -7.71483 -9.22846
H -2.45589 4.07039 -1.88670
H -0.73051 -4.13979 -5.55977
H 4.41748 -7.03909 -4.67714
H -3.89964 1.16138 4.15996
C 1.19273 -0.85673 4.45885
H 1.79350 -4.69206 -3.20557
H -2.42048 -4.42903 -5.58730
H 6.28956 -0.86981 3.80417
C -4.63164 -1.20873 -4.73934
C -0.41653 -5.35147 -9.74917
H 5.08950 -7.39580 -1.08946
H 0.12641 -2.91132 -3.57798
C 2.29108 5.43758 2.74526
H -0.36643 -6.42776 -9.58428
C -2.70254 6.17034 -2.63261
C -5.48487 2.35018 2.12371
H 5.45830 -4.58724 -4.57609
H -5.07076 -3.90286 2.65744
H 2.42594 0.45483 1.23588
N -0.55883 7.33066 -2.93257
C 5.47676 -5.31646 -1.38770
H 6.27914 -3.45474 -1.78973
C 3.41868 -1.72922 7.45996
H -3.17679 4.90763 3.16024
H 1.33855 5.01072 3.05925
H 0.93860 7.03886 -0.84912
C -2.42682 4.24127 3.58641
H 4.98221 3.39206 6.46386
C -0.06399 -0.34816 0.76273
H 0.63197 -5.12790 -7.82257
H 3.84371 -4.55220 -5.38048
H -0.14127 -3.70749 -8.18117
H -4.52806 -4.81281 -7.15643
H -5.57958 3.69444 3.80895
Cl -4.36326 -0.83228 -3.02909
H -0.58167 2.28403 -5.11753
C 2.82028 3.14796 1.96300
N -3.05356 2.63605 1.78605
O 3.49254 -3.90480 -1.55239
H -4.17601 -3.91851 -10.48647
H 3.69177 1.04006 3.93964
H -2.07225 -6.95920 -6.09042
C -1.96004 4.79895 -2.52813
H 0.36819 -4.87028 -10.33291
C 4.65406 -2.04164 6.58736
C 5.55068 5.73076 5.02229
N 0.83186 -1.17883 -1.39360
H -1.68104 6.09588 -5.11203
C -1.11934 -0.53427 -2.88822
C 5.89050 -1.63442 4.47067
N -2.86298 -5.04486 -8.11368
C 1.33243 6.52548 -1.72630
C -0.28375 -4.78140 -8.30161
H 3.10025 0.28058 -0.31827
H 1.93941 -2.53888 6.16332
H -4.51178 -5.45867 -11.15838
H 6.35775 -0.06375 6.62610
H -1.85638 -1.43456 6.03877
C -2.53188 -1.84739 4.19007
O -2.00804 2.95120 0.92915
H 6.29948 -5.31384 0.65772
H 0.32178 8.16561 -4.40690
H -1.11139 -7.29862 -7.62866
H -4.28601 -3.98253 4.16765
C 2.29550 -0.51926 5.46993
H -1.69770 -1.10042 -3.61835
C -1.35612 2.14745 -5.87230
H 1.23202 -0.10474 3.67078
H -5.00684 -5.10117 -9.51486
H -2.43598 -2.93117 4.25573
C -2.65223 8.58540 -3.02084
H -2.19188 -0.82791 0.97445
H -0.43468 -6.52773 -6.18330
H -6.48509 2.77449 2.03637
O 0.21847 8.40018 -3.48174
H -1.80938 -3.91212 -10.23407
H -6.27517 -1.65895 2.13050
C -0.52320 -1.53099 -1.93735
H 2.56490 -1.15909 0.54191
C -0.58685 5.02240 -1.92450
H -4.34183 0.26209 7.15671
C 6.60893 -4.48142 -1.94872
H -0.68905 5.25311 -0.86411
Cl -1.18036 0.49101 -6.50827
C 0.23010 6.12824 -2.64997
H -1.99575 0.27279 -0.30210
H -1.70936 -3.11876 -6.57022
H 1.24772 6.23912 -4.54540
H 1.28512 1.47975 -1.84617
H 5.75519 0.95398 5.28524
H 2.54159 3.37857 0.93477
C 4.23767 4.90064 5.01335
C -4.52736 4.49534 0.92311
H -7.31148 -1.57016 3.53802
H -1.29085 -3.34985 -2.80885
C -2.73881 2.79160 3.21046
H -3.71343 -1.72735 -5.01506
H 1.33432 -1.39223 7.33422
H 0.26067 -3.61873 -1.96647
H 3.49881 2.29493 1.95702
C 0.95118 -0.08122 -0.38862
H -1.76580 0.84175 3.34035
H -5.48954 1.27512 1.94391
H 6.67133 -2.08245 5.08521
H 4.80969 0.58908 6.75711
H 2.03045 7.22276 -2.18962
H 2.17602 1.60186 5.27470
C -5.14099 -2.09569 3.93311
H 3.21964 3.74894 6.49654
H -6.03420 -4.08600 4.09100
H -3.87634 -7.56187 -9.18720
C -4.19561 -4.97831 -10.23243
H -2.66143 -0.08243 5.71490
H 2.04223 2.69255 2.57565
Cl -6.06916 -2.21760 -5.08450
C 3.83533 -5.49669 -3.36901
C 5.75688 -7.25948 -3.05810
H -6.08002 -0.33932 3.22496
H -2.53021 8.89300 -1.98228
H 2.12695 -5.67283 -4.61907
H 1.83259 5.67817 -1.25723
C 4.33051 -6.91303 -3.59795
O -6.45178 -1.87722 6.00717
H 3.60332 -0.81418 8.02274
C 2.30650 -5.59111 -3.54707
C -4.41151 2.97905 1.18833
C 4.84329 -1.08629 5.45582
H -3.31526 -3.85192 6.35789
Cl -1.22932 3.29948 -7.17445
H 0.98547 0.92734 6.34905
H -3.61705 5.94367 -3.18069
H 4.79391 -3.03830 6.16878
N 4.14203 -5.05815 -1.99425
H -0.66048 2.17123 3.05217
C -4.41209 -0.79356 7.41896
H 2.41114 -1.78473 -2.17777
C -1.58810 -4.14800 -6.23250
H 5.70762 6.44850 5.82747
H 1.55087 4.71767 -3.67810
H -3.78403 2.51547 5.14426
C -1.54391 -5.18475 -7.39675
C 0.66154 1.36657 -0.95936
H -5.58016 2.27216 -0.43466
H -4.99883 4.69063 -0.04005
C -0.31334 -2.92496 -2.58071
H 2.05273 5.91898 1.79681
C 2.03861 0.87285 6.07330
H 4.55036 -5.70626 0.64002
H 5.42894 4.51305 1.81925
H 5.62708 6.14962 4.01889
H -4.70338 -0.27643 -5.29948
H 4.77117 6.03556 2.17510
H -1.69380 7.91120 -5.35210
H 3.60707 -7.66711 -3.28793
H -1.85815 4.27709 -3.47965
O -3.95433 -5.55989 -7.34163
H -2.94616 6.56032 -1.64434
H -4.37687 1.07364 0.02839
H 6.78905 -7.07104 -1.23152
H -3.64218 -3.11864 7.92755
C 5.33911 -5.10666 0.18564
H -5.29951 -1.08120 7.98274
H 0.15710 4.84785 -4.54520
H 0.18615 -0.90774 4.87394
```

Summary:
LUMO = 0.438 eV
Kohn-Sham gap = 0.305 hartree
SMILES string = CC1(C)CCCC(C)(C)N1O.CC1(C)CCCC(C)(C)N1O.CC1(C)CCCC(C)(C)N1O.CC1(C)CCCC(C)(C)N1O.CC1(C)CCCC(C)(C)N1O.CC1(C)CCCC(C)(C)N1O.CC1(C)CCCC(C)(C)N1O.CC1(C)CCCC(C)(C)N1O.ClCCl.ClCCl
spin multiplicity = 1
DFT total energy = -157645.6139 eV
ΔE to the lowest compared entry with this formula, charge and spin = 3.1 kcal/mol